Entry 1:
A molecular structure, C17H13N2O6STa, computed with ωB97M-V with the def2-TZVPD basis set.

Last column: natural (NBO) charge in e.
Geometry (Å):
1 Ta -0.581433 -2.162977 0.015622  2.61
2 C -3.029886 -2.765526 1.963240  -0.24
3 O -2.171947 -1.749666 1.300590  -0.58
4 C -2.781260 -0.469290 1.040244  0.24
5 C -4.050864 -0.120587 1.426099  -0.24
6 C -4.483343 1.163934 1.103118  -0.14
7 C -3.666624 2.045263 0.409240  -0.17
8 C -2.394179 1.665231 0.008572  -0.20
9 C -1.957103 0.391578 0.321469  0.12
10 N -0.692325 -0.172435 -0.005392  -0.50
11 N 0.278436 0.719014 -0.297111  -0.11
12 C 1.541085 0.425016 -0.288924  0.10
13 C 2.100419 -0.859188 0.174481  0.42
14 O 1.237180 -1.809413 0.491002  -0.69
15 C 3.447185 -1.039999 0.337248  -0.30
16 C 4.310798 0.000649 0.003238  0.09
17 C 3.872844 1.247132 -0.477591  -0.16
18 C 4.808976 2.244833 -0.809133  -0.07
19 C 4.379152 3.459095 -1.298251  -0.19
20 C 3.015213 3.685948 -1.464076  -0.09
21 C 2.071850 2.711747 -1.145900  -0.18
22 C 2.485966 1.492625 -0.642357  0.06
23 H -3.455497 -2.298706 2.844668  0.23
24 H -2.375413 -3.579417 2.252826  0.23
25 H -3.779898 -3.091544 1.248989  0.23
26 H -4.712294 -0.785006 1.960957  0.26
27 H -5.475153 1.469382 1.405352  0.26
28 H -4.028224 3.034961 0.168962  0.25
29 H -1.753372 2.335147 -0.545253  0.25
30 H 3.819488 -1.983397 0.711382  0.27
31 H 5.377837 -0.158833 0.112719  0.25
32 H 5.864179 2.042891 -0.676308  0.24
33 H 5.091708 4.230216 -1.554509  0.26
34 H 2.677644 4.638550 -1.850423  0.25
35 H 1.020665 2.908682 -1.297093  0.24
36 O 0.187671 -3.366579 -1.519855  -0.90
37 S -1.253699 -3.915753 -1.517642  2.50
38 O -1.644675 -4.941643 -2.372191  -0.75
39 O -1.356540 -4.107806 0.018475  -0.94
40 O -1.944586 -2.534128 -1.556484  -0.91

Atoms 1-3, force components in eV/Å:
Ta 0.42 -0.58 -0.22
C 0.04 0.00 0.11
O -0.21 0.00 0.18

Summary:
HOMO-LUMO gap (eV): 5.7
ΔE to the lowest compared entry with this formula, charge and spin (eV): 0.065
Total charge: +2

---

Entry 2:
A molecular structure, C17H13N3O4Se4Zr, computed with ωB97M-V with the def2-TZVPD basis set.

Last column: natural (NBO) charge in e.
Geometry (Å):
1 Zr -0.149509 0.423524 0.410816  1.85
2 C -2.969934 0.401755 -1.562877  -0.26
3 O -1.540201 0.568796 -1.572069  -0.53
4 C -0.976819 1.083263 -2.711889  0.28
5 C -1.712032 1.392483 -3.847081  -0.27
6 C -1.062048 1.905106 -4.959842  -0.19
7 C 0.307832 2.105522 -4.936166  -0.22
8 C 1.033824 1.789530 -3.800326  -0.20
9 C 0.400267 1.274043 -2.678590  0.12
10 N 1.099267 0.916494 -1.467941  -0.36
11 N 2.356928 1.045665 -1.624846  -0.11
12 C 3.295639 0.780890 -0.699590  -0.05
13 C 3.020872 0.310150 0.599230  0.44
14 O 1.821729 0.148534 1.018862  -0.76
15 C 4.102970 0.007126 1.487572  -0.27
16 C 5.379512 0.191612 1.089807  -0.10
17 C 5.708662 0.685442 -0.216002  -0.13
18 C 7.051565 0.869106 -0.591867  -0.16
19 C 7.369685 1.339319 -1.839952  -0.23
20 C 6.339098 1.636461 -2.742539  -0.19
21 C 5.021764 1.462627 -2.394152  -0.21
22 C 4.674527 0.982436 -1.119857  0.08
23 H -3.249758 -0.314797 -2.333966  0.19
24 H -3.447152 1.365852 -1.738142  0.19
25 H -3.218109 0.023519 -0.580735  0.25
26 H -2.778965 1.238242 -3.870375  0.23
27 H -1.636869 2.147500 -5.843435  0.22
28 H 0.816491 2.509533 -5.800638  0.22
29 H 2.100148 1.944262 -3.773986  0.23
30 H 3.841556 -0.363568 2.469154  0.23
31 H 6.192380 -0.036573 1.769754  0.22
32 H 7.829360 0.631776 0.123981  0.21
33 H 8.402993 1.480208 -2.126654  0.22
34 H 6.583514 2.008456 -3.729317  0.22
35 H 4.240890 1.695900 -3.102001  0.22
36 Se -0.898516 3.032402 0.499050  -0.33
37 Se 0.357650 2.544809 2.396360  0.04
38 Se -0.838828 0.940320 3.686650  0.05
39 Se -0.224273 -1.180126 3.002418  0.14
40 O -2.014852 -0.143512 1.121495  -0.68
41 N -1.465901 -1.379182 1.249159  0.09
42 O -0.578901 -1.536424 0.130215  -0.69

Atoms 1-3, force components in eV/Å:
Zr 0.55 0.28 0.05
C 0.07 -0.03 -0.08
O 0.13 0.02 0.21

Summary:
HOMO-LUMO gap (eV): 6.6
ΔE to the lowest compared entry with this formula, charge and spin (eV): 1.324

---

Entry 3:
A molecular structure, C17H13N4O2Pd at a distorted geometry, computed with ωB97M-V with the def2-TZVPD basis set.

Last column: Löwdin spin population.
Geometry (Å):
1 Pd 0.734784 -0.295579 0.410281  1.46
2 C 0.183251 4.582783 -2.461210  0.26
3 C -1.121657 4.440133 -1.943289  0.05
4 C -1.412418 3.428971 -1.077582  0.06
5 C -0.379015 2.504380 -0.715006  0.22
6 C 0.920828 2.611907 -1.297138  0.04
7 C 1.202750 3.650952 -2.130335  0.08
8 N -0.556863 1.564057 0.262975  0.02
9 N -1.563810 1.598494 1.019886  0.09
10 C -1.646113 0.697155 2.027198  0.03
11 C -2.600877 0.893236 3.031611  0.10
12 C -2.594087 0.038461 4.126718  -0.01
13 C -1.658457 -0.977663 4.187857  0.10
14 C -0.751263 -1.138457 3.119482  0.07
15 N -0.756913 -0.337820 2.076352  0.14
16 H 0.412481 5.415596 -3.116282  0.01
17 H -1.892794 5.147543 -2.220215  0.00
18 H -2.388987 3.326603 -0.622200  0.00
19 H 1.690133 1.898285 -1.028041  0.00
20 H 2.195509 3.773830 -2.542860  0.00
21 H -3.298613 1.716375 2.945413  0.00
22 H -3.303026 0.175765 4.933077  0.00
23 H -1.612996 -1.656661 5.029019  0.00
24 H -0.024572 -1.941367 3.130468  0.00
25 O 4.101342 -2.829512 0.441108  0.58
26 C 3.103928 -2.167526 0.393529  0.11
27 O 2.624114 -1.143034 0.909646  0.19
28 C 2.019379 -2.801046 -0.713652  0.20
29 C 2.297476 -3.992089 -1.335707  0.01
30 C 1.363569 -4.411304 -2.285016  0.01
31 C 0.250385 -3.631451 -2.548497  0.00
32 C 0.065594 -2.448343 -1.849231  0.02
33 N 0.955183 -2.046355 -0.930439  0.14
34 H 3.185916 -4.560346 -1.100908  0.00
35 H 1.525892 -5.344817 -2.809666  0.00
36 H -0.475290 -3.923929 -3.295013  0.00
37 H -0.794762 -1.817226 -2.022333  0.00

Atoms 1-3, force components in eV/Å:
Pd -0.18 -0.11 0.17
C -0.02 0.00 0.01
C -0.43 0.04 0.07

Summary:
HOMO-LUMO gap (alpha / beta) (eV): 7.5 / 5.9
ΔE to the lowest compared entry with this formula, charge and spin (eV): 0.000
Total charge: +3
Multiplicity: 5

---

Entry 4:
A molecular structure, C17H14Br2O2Pr at a distorted geometry, computed with ωB97M-V with the def2-TZVPD basis set.

Last column: Löwdin spin population.
Geometry (Å):
1 C -1.869175 -0.797859 -0.842352  0.00
2 C -1.773506 -1.314764 0.502901  0.00
3 C -1.911466 -0.205646 1.415937  -0.01
4 H -1.589625 -2.338071 0.788154  0.00
5 C -2.129777 0.974560 0.625512  -0.01
6 C -2.098228 0.607933 -0.750752  0.00
7 H -2.317614 1.290620 -1.580262  0.00
8 H -1.758226 -1.379664 -1.759291  0.00
9 H -1.970679 -0.257030 2.503082  0.00
10 H -2.346331 1.964756 1.021026  0.00
11 Pr 0.441479 -0.144583 0.072809  2.04
12 Br 1.564224 -1.700978 -1.811885  -0.01
13 C 2.729864 0.695557 -4.740090  0.00
14 C 1.625008 1.492288 -5.183258  0.00
15 C 0.633090 0.615871 -5.707219  0.00
16 H 1.565464 2.583573 -5.146931  0.00
17 C 1.122007 -0.726503 -5.590669  0.00
18 C 2.420900 -0.670535 -5.007910  0.00
19 H 3.063776 -1.526332 -4.792576  0.00
20 H 3.650856 1.070449 -4.285780  0.00
21 H -0.325093 0.913146 -6.145431  0.00
22 H 0.592035 -1.631042 -5.901583  0.00
23 Br 0.818987 2.326370 3.918422  0.00
24 C 1.183011 0.763579 4.998819  0.00
25 C 1.316030 0.899425 6.386271  0.00
26 C 1.428848 -0.264108 7.189820  0.00
27 C 1.402954 -1.519234 6.590519  0.00
28 C 1.289329 -1.650731 5.205050  0.00
29 C 1.266027 -0.527619 4.365949  0.00
30 C 1.204375 -0.784393 2.873525  0.00
31 O 0.590546 -1.814875 2.440078  0.00
32 O 1.760311 0.083169 2.035422  -0.01
33 H 1.345992 1.880256 6.871851  0.00
34 H 1.544435 -0.183714 8.258168  0.00
35 H 1.480543 -2.435811 7.202250  0.00
36 H 1.223926 -2.646360 4.781727  0.00

Atoms 1-3, force components in eV/Å:
C -0.81 -0.12 0.83
C -0.75 1.26 -0.33
C -0.64 0.01 -1.24

Summary:
HOMO-LUMO gap (alpha / beta) (eV): 4.2 / 4.3
Total charge: -1
Multiplicity: 3

---

Entry 5:
C17H14BrClN2O3S in the gas phase at a distorted geometry, computed with ωB97M-V with the def2-TZVPD basis set.

Last column: natural (NBO) charge in e.
Geometry (Å):
1 C 1.451194 -0.170671 3.835169  -0.63
2 C 0.183417 0.214122 3.092902  0.01
3 C -0.633664 1.168146 3.666041  -0.21
4 C -1.781934 1.680304 2.979385  -0.05
5 Cl -2.760114 2.881912 3.677019  0.04
6 C -2.101476 1.133518 1.698880  -0.22
7 C -1.305247 0.148992 1.110276  -0.02
8 C -1.638618 -0.551857 -0.000979  -0.01
9 C -2.947120 -0.454577 -0.721149  -0.11
10 O -2.506877 -0.312421 -2.101761  -0.67
11 S -2.437897 1.241356 -2.754606  2.43
12 N -1.250785 1.089817 -3.902093  -1.02
13 O -3.517126 1.684923 -3.584264  -0.92
14 O -2.019657 2.267726 -1.846855  -0.92
15 C -0.631590 -1.424586 -0.497141  -0.20
16 C 0.585042 -1.720398 0.100899  0.18
17 C 1.374133 -2.804821 -0.341912  -0.07
18 C 1.810465 -3.864926 0.489851  -0.16
19 C 2.592108 -4.933434 0.147362  -0.25
20 C 3.070736 -4.970186 -1.167753  -0.04
21 Br 4.352269 -6.255779 -1.754111  0.06
22 C 2.657645 -3.973017 -2.053082  -0.26
23 C 1.868183 -2.914056 -1.713305  -0.16
24 N 0.849396 -0.997207 1.161194  -0.41
25 C -0.027795 -0.210509 1.776556  0.15
26 H 1.590328 -1.327000 3.837831  0.23
27 H 2.354039 0.254404 3.407679  0.23
28 H 1.396677 0.204284 4.880341  0.21
29 H -0.479817 1.518908 4.669432  0.22
30 H -3.098317 1.480360 1.240181  0.22
31 H -3.758765 -1.105180 -0.423250  0.23
32 H -3.383367 0.561833 -0.509661  0.21
33 H -1.538120 1.835561 -4.508557  0.40
34 H -0.402542 1.359570 -3.523123  0.38
35 H -0.835888 -2.062386 -1.331531  0.21
36 H 1.399961 -3.854584 1.537579  0.22
37 H 2.809506 -5.651533 0.850346  0.23
38 H 3.081179 -3.941009 -3.039218  0.22
39 H 1.650517 -2.273187 -2.588363  0.23

Atoms 1-3, force components in eV/Å:
C -0.30 -1.84 0.70
C 1.31 1.53 1.04
C -1.21 -0.10 -0.79

Summary:
HOMO-LUMO gap (eV): 8.0

---

Entry 6:
C17H14FIN4 in the gas phase at a distorted geometry, computed with ωB97M-V with the def2-TZVPD basis set.

Last column: natural (NBO) charge in e.
Geometry (Å):
1 C -1.773997 -0.038041 -2.923396  -0.66
2 C -0.530943 0.641366 -2.448720  0.34
3 N 0.525832 0.723001 -3.218521  -0.29
4 N 1.559052 1.297003 -2.524225  -0.28
5 C 1.118797 1.567482 -1.302363  0.32
6 N -0.204899 1.182140 -1.187576  -0.40
7 C -0.970001 1.267453 -0.026921  0.16
8 C -2.295191 1.710585 -0.125862  -0.21
9 C -3.100012 1.753641 1.003989  -0.26
10 C -2.624836 1.387389 2.253676  -0.06
11 I -4.025521 1.517193 4.026701  0.10
12 C -1.264573 0.972689 2.371070  -0.24
13 C -0.420800 0.887169 1.254572  -0.01
14 C 1.014741 0.323782 1.451615  -0.08
15 C 1.156111 -1.095164 0.811445  -0.13
16 C 0.013653 -1.945568 0.623198  -0.19
17 C 0.130886 -3.265595 0.154653  -0.22
18 C 1.392957 -3.761951 -0.070933  -0.19
19 C 2.547619 -2.973525 0.151920  -0.29
20 C 2.421285 -1.660663 0.576198  0.45
21 F 3.568060 -0.952350 0.737205  -0.34
22 N 2.031954 1.320687 1.099843  -0.62
23 C 1.924916 2.143783 -0.153395  -0.27
24 H -1.449144 -0.877328 -3.547123  0.26
25 H -2.326199 0.647234 -3.584971  0.24
26 H -2.381682 -0.363090 -2.070476  0.22
27 H -2.678749 1.957797 -1.082983  0.23
28 H -4.129293 2.043928 0.902289  0.23
29 H -1.008653 0.697993 3.367588  0.23
30 H 1.118878 0.106591 2.508940  0.22
31 H -0.978937 -1.567390 0.831722  0.22
32 H -0.767267 -3.847825 -0.045604  0.22
33 H 1.453303 -4.766585 -0.474264  0.22
34 H 3.558716 -3.392777 -0.010012  0.23
35 H 2.974550 0.931298 1.138374  0.39
36 H 1.484931 3.088743 0.091293  0.20
37 H 2.934454 2.338904 -0.558948  0.24

Atoms 1-3, force components in eV/Å:
C 0.07 0.42 0.22
C 1.32 0.30 0.25
N -0.32 0.10 0.40

Summary:
HOMO-LUMO gap (eV): 8.9

---

Question: Which formula does entry 6 have?
Answer: C17H14FIN4

---

Question: What is the formula in the sixth record?
Answer: C17H14FIN4